Record 1
10
Properties=species:S:1:pos:R:3 method="wB97M-V/def2-TZVPD" total_charge=-1 homo_lumo_gap_ev=7.71 homo_energy_ev=-4.874 energy_ha=-10921.5875 multiplicity=1 lumo_energy_ev=2.83 de_lowest_ev=0.311
C -0.105 -0.797 -0.111
C 0.597 -1.902 0.150
O 0.625 0.517 -1.687
O 2.345 0.145 -3.308
S 1.797 1.113 -2.367
Br 3.410 1.233 -0.550
Br -1.744 -1.154 -1.136
Br 0.537 -3.543 -0.710
Br 1.840 -1.686 1.549
H -0.060 0.146 0.369

Record 2
8
Properties=species:S:1:pos:R:3 method="wB97M-V/def2-TZVPD" homo_lumo_gap_ev="8.83 / 7.96" homo_energy_ev="-9.657 / -9.813" energy_ha=-3770.7705 multiplicity=1 lumo_energy_ev="-0.82 / -1.85" de_lowest_ev=4.711
C 1.668 -0.407 -0.327
C 1.432 -1.441 0.688
F 1.194 -0.846 1.862
F 2.367 -2.381 0.876
Cl 2.189 -1.016 -1.843
Cl 0.029 -2.588 0.211
Br 2.627 1.131 0.278
H -0.583 -0.607 -0.766

Record 3
8
Properties=species:S:1:pos:R:3 method="wB97M-V/def2-TZVPD" smiles=FC(F)(Cl)[C@H](Cl)Br homo_lumo_gap_ev=11.38 homo_energy_ev=-11.106 energy_ha=-3770.9348 multiplicity=1 lumo_energy_ev=0.28 de_lowest_ev=0.240
C 0.285 -0.123 -0.765
C -0.217 0.143 0.658
F 0.767 -0.032 1.550
F -1.271 -0.658 1.061
Cl -0.976 0.155 -1.939
Cl -0.678 1.863 0.948
Br 0.989 -1.936 -0.736
H 1.101 0.589 -0.777

Record 4
8
Properties=species:S:1:pos:R:3 method="wB97M-V/def2-TZVPD" homo_lumo_gap_ev="8.68 / 7.09" homo_energy_ev="-10.748 / -9.668" energy_ha=-3770.7825 multiplicity=1 lumo_energy_ev="-2.07 / -2.57" de_lowest_ev=4.385
C 0.510 -0.420 -0.150
C 0.442 0.104 -1.600
F -0.045 -1.646 -0.253
F 3.453 -1.630 -2.972
Cl 2.101 -0.395 0.607
Cl -0.006 1.668 -2.085
Br 1.410 -1.041 -2.655
H -0.121 0.337 0.458